(1)
15
Properties=species:S:1:pos:R:3:nbo_charge:R:1 method="wB97M-V/def2-TZVPD" total_energy_ha=-287.82028 smiles="CC(C)C(N)=O"
C -0.93273 1.23637 -1.04381 -0.597
C -0.09580 -0.03588 -0.79856 -0.320
C -0.90174 -1.30582 -0.85147 -0.604
C 0.64906 -0.00870 0.52734 0.680
N -0.02695 0.42713 1.61791 -0.834
O 1.79385 -0.40256 0.61633 -0.622
H -1.82945 1.01353 -1.60481 0.211
H -0.33919 1.97428 -1.54759 0.220
H -1.31211 1.66884 -0.11633 0.188
H 0.69677 0.04791 -1.53999 0.230
H -1.26021 -1.46696 -1.87843 0.211
H -0.28098 -2.17865 -0.67668 0.229
H -1.81885 -1.26234 -0.26879 0.208
H -0.95805 0.79034 1.55269 0.394
H 0.48787 0.35290 2.47515 0.408

(2)
15
Properties=species:S:1:pos:R:3:nbo_charge:R:1 method="wB97M-V/def2-TZVPD" total_energy_ha=-287.82007 smiles="CC(C)NC=O"
C -1.08381 -0.04359 1.06102 -0.614
C -0.13244 -0.37976 -0.08733 -0.060
C -0.84754 -0.46098 -1.43086 -0.613
N 0.95140 0.59260 -0.18124 -0.619
C 2.01852 0.55332 0.65310 0.528
O 2.18887 -0.28399 1.51922 -0.618
H -1.66991 0.85654 0.83877 0.200
H -0.51719 0.11836 1.98242 0.230
H -1.78347 -0.86799 1.23453 0.211
H 0.34488 -1.34130 0.12965 0.215
H -0.15992 -0.76148 -2.22874 0.216
H -1.28506 0.51029 -1.69753 0.199
H -1.66283 -1.18980 -1.38794 0.221
H 0.89831 1.32824 -0.86974 0.395
H 2.74019 1.36954 0.46467 0.109

(3)
15
Properties=species:S:1:pos:R:3:nbo_charge:R:1 method="wB97M-V/def2-TZVPD" total_energy_ha=-287.82378 smiles="CCNC(C)=O"
C 2.16694 -0.71248 -0.68800 -0.612
C 0.85944 0.01267 -0.97196 -0.231
N -0.16135 -0.24207 0.02766 -0.619
C -0.97390 0.77550 0.44280 0.676
C -2.18684 0.36537 1.24942 -0.707
O -0.73269 1.94800 0.20483 -0.628
H 2.88243 -0.52654 -1.49595 0.215
H 2.03314 -1.79764 -0.60485 0.198
H 2.60377 -0.35115 0.24795 0.213
H 1.01252 1.09309 -0.96038 0.238
H 0.45831 -0.24496 -1.96170 0.181
H -0.48965 -1.19035 0.13456 0.387
H -2.45336 -0.69004 1.13606 0.206
H -3.02587 0.98924 0.93402 0.242
H -1.99289 0.57137 2.30553 0.239

(4)
15
Properties=species:S:1:pos:R:3:nbo_charge:R:1 method="wB97M-V/def2-TZVPD" total_energy_ha=-287.76928 smiles="CN(C)CC=O"
C 1.01354 1.13473 -0.85556 -0.413
N 0.10758 0.54866 0.12277 -0.427
C 0.86750 -0.10102 1.17867 -0.421
C -0.79147 -0.37214 -0.54484 -0.338
C -1.91656 -0.96119 0.28603 0.434
O -2.54903 -1.90893 -0.11636 -0.516
H 1.63237 0.37182 -1.36850 0.165
H 1.68946 1.84202 -0.36318 0.204
H 0.44701 1.67919 -1.61892 0.203
H 1.53608 0.62919 1.64801 0.206
H 0.19389 -0.48130 1.95397 0.200
H 1.48273 -0.94269 0.80562 0.167
H -0.26838 -1.23137 -1.00687 0.190
H -1.28899 0.16811 -1.36246 0.230
H -2.17350 -0.47815 1.25326 0.117